(1)
Density functional theory data (the ωB97M-V functional and the def2-TZVPD basis) for a 12-piece molecular cluster, C27H83N5O12 overall in a non-equilibrium geometry.

CARTESIAN COORDINATES (ANGSTROEM)
O  -3.0570  0.9316  2.7664
O  3.0875  3.9057  -0.5845
O  2.3492  -2.8684  -3.6733
O  2.0389  0.0601  -4.2174
O  -3.7383  2.4783  0.4647
O  -4.1578  -4.1988  3.2908
O  1.5789  1.6185  3.3099
O  -2.4513  -1.3574  -3.2810
O  -0.9113  5.6209  0.5098
O  -0.8363  -6.5122  -0.2911
O  0.2411  -0.4024  -0.1034
O  5.8859  -1.4475  1.7671
N  -1.5431  -2.8227  -0.0620
N  -2.9289  -1.9036  2.4268
N  3.2542  0.2972  -7.8247
N  2.2691  -0.6536  1.6357
N  -0.8928  8.0127  -1.1541
C  -0.8395  0.2169  0.6139
C  -1.4337  -5.2197  -0.6559
C  -4.3333  -2.2022  2.0905
C  3.9553  -0.1138  -0.0816
C  1.9036  -1.5673  -6.7960
C  6.7873  -1.4818  2.8401
C  -0.0528  7.8801  0.0166
C  0.1900  1.6051  3.4597
C  -4.0433  -5.6232  3.4635
C  2.2156  1.0160  -3.1619
C  -1.0820  -1.1095  -3.1461
C  -4.9958  2.8698  0.9853
C  -4.6761  -1.5401  0.7386
C  -1.0990  4.5834  1.5088
C  2.3524  -0.1083  -6.6733
C  0.2669  9.2864  0.5203
C  4.6521  -0.9115  2.1530
C  3.5623  -1.0280  1.0691
C  -0.6144  6.8612  1.0677
C  -0.7838  -4.0451  0.1203
C  2.9572  0.2123  -5.2858
C  -3.4735  1.2036  4.1097
C  1.9773  -2.9729  -2.2956
C  2.3033  3.4009  0.4857
C  -4.5465  -3.7169  1.9861
C  -0.6927  -4.3064  1.6429
C  0.4967  -6.6983  -0.7124
H  -0.0880  4.4001  1.8726
H  3.0108  2.9335  1.1707
H  1.7167  1.9587  -3.3867
H  1.8416  0.7327  -2.1780
H  -1.6042  -4.7260  2.0686
H  0.2053  -3.8974  -0.3133
H  2.0923  -1.9810  -3.9343
H  -0.8547  -2.0932  0.0572
H  -0.5574  -1.0486  -4.0996
H  -2.4733  -5.3247  -0.3457
H  3.4107  -2.0612  0.7566
H  4.8704  0.1156  2.4453
H  -0.3267  2.0819  2.6269
H  3.8817  -0.4690  -8.0229
H  3.3457  1.2301  -5.3210
H  3.7748  1.1104  -7.5283
H  -2.7318  1.8751  4.5421
H  1.5227  -1.7214  -7.8056
H  -0.5593  -1.9240  -2.6447
H  -0.7804  1.3018  0.5271
H  -4.9827  -6.1701  3.3822
H  -4.8344  -0.4787  0.9294
H  3.8177  -0.4167  -5.0576
H  -0.4174  -3.3492  2.0855
H  -0.0522  2.1141  4.3926
H  -3.5995  -5.9760  4.3945
H  -5.5930  -2.0135  0.3874
H  -5.6343  3.3566  0.2481
H  -3.0133  -0.0258  2.7102
H  -1.3948  -5.0285  -1.7283
H  -0.7251  -0.0952  1.6520
H  -3.4325  -6.0370  2.6611
H  -0.5746  9.7976  0.9878
H  -2.9134  -0.6210  -2.8738
H  1.6564  4.1644  0.9178
H  -1.3780  3.6459  1.0278
H  1.1796  -1.8193  -6.0211
H  4.9972  -0.3058  -0.3377
H  -1.5220  8.7980  -1.0672
H  0.8684  7.4534  -0.3802
H  2.4902  -3.6973  -1.6629
H  -0.8945  -0.1800  -2.6084
H  -1.8027  -0.1243  0.2344
H  6.3883  -1.9747  3.7267
H  7.7214  -1.9259  2.4961
H  1.4856  0.5376  -6.8131
H  -2.6191  -2.3966  3.2521
H  1.9088  -1.2461  2.3700
H  -1.4900  7.1991  -1.1934
H  0.7409  -6.0508  -1.5545
H  6.9563  -0.4264  3.0539
H  2.7273  -2.2602  -6.6242
H  3.3915  -0.4425  -0.9546
H  1.0029  -0.4199  0.4805
H  -1.4463  7.4047  1.5155
H  -1.6871  4.7700  2.4074
H  -4.9255  3.5663  1.8208
H  2.5034  4.3375  -1.2122
H  -3.3385  1.9429  1.1540
H  1.6500  2.6408  0.0572
H  0.0860  6.7581  1.8965
H  -1.6574  -2.7657  -1.0639
H  -4.9592  -1.7431  2.8557
H  2.4004  0.2198  2.1257
H  1.1132  -6.4149  0.1406
H  0.6049  9.8936  -0.3194
H  -3.8866  -1.6546  -0.0042
H  -3.8538  -4.1837  1.2858
H  -2.4210  -2.3777  1.6938
H  1.9694  2.0838  4.0534
H  -3.5829  0.2717  4.6642
H  1.0295  9.1686  1.2901
H  3.2722  1.2459  -3.0244
H  1.9482  -2.0348  -1.7414
H  3.6337  0.9244  0.0005
H  0.7530  -7.7122  -1.0197
H  4.2683  -1.4591  3.0138
H  -0.2088  0.6089  3.6511
H  0.0840  -5.0492  1.8248
H  -5.5253  -4.1513  1.7827
H  -5.5880  2.0361  1.3626
H  -4.4674  1.6238  3.9556
H  0.9347  -3.2788  -2.2097

The calculation puts the strongest force on any atom at 2.20 eV/A. As for the energy above the lowest of the compared OMol25 structures with the same formula, charge and spin: 41.7 kcal/mol. The LUMO energy comes out at 0.1685 eV. The spin multiplicity is 1. The net charge is 0. As for the orbital gap: 0.34167 Eh.

Mulliken atomic charge list, values in e, 99 entries:
1 O 0.2582
2 O -0.5904
3 O -0.5948
4 O -0.1559
5 O -0.5118
6 O -0.3544
7 O -0.4737
8 O -0.5997
9 O -0.3642
10 O -0.4395
11 O 0.2474
12 O -0.3321
13 N 0.4552
14 N 0.1830
15 N -0.7163
16 N -0.5255
17 N -0.6653
18 C -0.3671
19 C -0.8566
20 C 0.3378
21 C -0.7436
22 C -1.3254
23 C -0.7604
24 C 0.5876
25 C -0.5676
26 C -0.7504
27 C -0.6946
28 C 0.3382
29 C -0.7016
30 C -0.7949
31 C -0.8083
32 C 0.5831
33 C -1.5548
34 C -0.8196
35 C 0.3444
36 C -0.6860
37 C 1.5016
38 C -0.8015
39 C -0.8334
40 C -0.3317
41 C 0.0317
42 C -0.1533
43 C -1.3257
44 C -0.5988
45 H 0.1888
46 H 0.2249
47 H 0.3672
48 H -0.1285
49 H -0.0923
50 H -0.0654
51 H 0.1769
52 H -0.8645
53 H 0.2180
54 H 0.3275
55 H 0.3479
56 H 0.3571
57 H -0.0796
58 H 0.2783
59 H 0.4770
60 H 0.2492
61 H 0.2058
62 H 0.4063
63 H -0.4810
64 H 0.4108
65 H 0.2951
66 H 0.0052
67 H 0.2831
68 H 0.2104
69 H 0.5465
70 H 0.2690
71 H 0.4838
72 H 0.3281
73 H 0.1022
74 H 0.3973
75 H -0.0721
76 H 0.2253
77 H 0.3764
78 H 0.4000
79 H 0.0520
80 H 0.3664
81 H 0.3030
82 H 0.5509
83 H 0.2601
84 H 0.1632
85 H 0.4573
86 H 0.1074
87 H 0.2431
88 H 0.2948
89 H 0.2433
90 H 0.1557
91 H 0.3244
92 H 0.3252
93 H 0.2651
94 H 0.2179
95 H 0.3350
96 H 0.3475
97 H -0.4115
98 H -0.2540
99 H 0.2988

(2)
Density functional theory data (the ωB97M-V functional and the def2-TZVPD basis) for a 2-piece molecular cluster, C2H3F2NS overall in a non-equilibrium geometry.

CARTESIAN COORDINATES (ANGSTROEM)
S  0.1038  1.2298  -0.2465
F  -1.4534  2.3607  -1.8689
F  -2.5078  1.8543  -0.0596
N  0.8652  -1.7538  0.3520
C  -1.3331  1.7434  -0.6695
C  1.5688  -0.6591  0.3519
H  0.1887  -1.9816  -0.4290
H  0.7135  -2.2803  1.1655
H  1.8543  -0.5133  1.4041

The calculation puts the strongest force on any atom at 2.46 eV/A. As for the energy above the lowest of the compared OMol25 structures with the same formula, charge and spin: 81.1 kcal/mol. The LUMO energy comes out at 0.2328 eV. The spin multiplicity is 1. The net charge is 0. As for the orbital gap: 0.31580 Eh.

Table of natural (NBO) atomic charges, one value per atom, all in e:
1 S 0.0651
2 F -0.3260
3 F -0.2971
4 N -0.7247
5 C 0.5229
6 C -0.0965
7 H 0.3826
8 H 0.3614
9 H 0.1123